Computed, not measured: a molecular structure, C39H107CaF2N9O10, with ωB97M-V/def2-TZVPD.

**Electronic energy**: -99940.046 eV
**E_LUMO**: 0.6 eV
**Orbital gap**: 9.40 eV
**HOMO**: -8.817 eV

```
! RIJCOSX wB97M-V def2-TZVPD def2/J DEFGRID3
* xyz 0 1
Ca 7.246 16.102 17.605
F 7.223 18.234 18.100
F 7.446 14.105 16.683
C 3.227 14.718 19.957
C 4.308 14.753 18.884
C 3.913 15.911 17.877
O 4.823 16.072 16.809
C 4.185 16.168 15.539
N 5.686 15.047 19.368
H 2.269 14.575 19.442
H 3.209 15.633 20.557
H 3.416 13.853 20.585
H 4.321 13.804 18.356
H 3.907 16.874 18.410
H 2.886 15.698 17.503
H 3.769 15.217 15.222
H 5.002 16.388 14.851
H 3.437 16.961 15.620
H 6.131 14.194 19.690
H 5.626 15.667 20.178
C 5.581 21.445 15.871
C 6.260 21.678 17.261
C 5.435 21.024 18.347
O 4.153 21.635 18.511
C 3.327 20.795 19.263
N 7.571 21.072 17.171
H 6.130 21.873 15.025
H 4.540 21.745 15.830
H 5.637 20.379 15.645
H 6.297 22.763 17.415
H 5.869 20.966 19.321
H 5.300 19.971 18.087
H 3.112 19.857 18.723
H 2.317 21.207 19.410
H 3.751 20.480 20.191
H 8.192 21.508 17.850
H 7.511 20.071 17.406
C 11.723 19.111 20.267
C 10.244 19.201 19.887
C 9.604 20.456 20.455
O 9.480 20.349 21.904
C 8.997 21.552 22.428
N 10.039 18.985 18.486
H 11.907 19.247 21.342
H 12.362 19.818 19.737
H 12.158 18.117 20.009
H 9.742 18.395 20.430
H 8.604 20.511 20.001
H 10.129 21.400 20.253
H 9.001 21.463 23.533
H 7.976 21.780 22.054
H 9.596 22.445 22.193
H 10.262 19.797 17.906
H 9.028 18.813 18.338
C 7.407 14.127 12.862
C 8.335 13.000 13.126
C 9.343 12.899 12.002
O 8.767 12.548 10.803
C 9.541 12.720 9.674
N 9.126 13.442 14.282
H 6.759 14.350 13.727
H 6.683 13.875 12.086
H 8.043 14.949 12.584
H 7.874 12.003 13.225
H 10.134 12.156 12.270
H 9.874 13.837 11.996
H 10.315 13.488 9.721
H 8.889 12.868 8.828
H 10.052 11.769 9.521
H 8.556 13.678 15.095
H 9.769 12.716 14.529
C 10.964 14.022 18.362
C 10.089 14.638 19.525
C 10.872 14.881 20.851
O 9.859 15.345 21.776
C 10.509 15.914 22.903
N 9.393 15.831 19.031
H 11.488 13.112 18.662
H 11.661 14.780 17.987
H 10.371 13.684 17.492
H 9.276 13.916 19.751
H 11.576 15.682 20.608
H 11.383 14.003 21.278
H 11.384 15.319 23.235
H 9.740 16.096 23.657
H 10.880 16.921 22.654
H 8.778 16.151 19.812
H 10.063 16.588 18.867
C 7.786 10.046 19.054
C 9.074 10.780 18.612
C 10.346 9.893 18.758
O 10.442 9.228 20.013
C 10.602 10.078 21.132
N 9.077 11.402 17.312
H 6.971 10.773 19.132
H 7.997 9.677 20.052
H 7.440 9.228 18.408
H 9.168 11.560 19.390
H 11.164 10.601 18.603
H 10.261 9.079 18.048
H 9.676 10.581 21.409
H 11.463 10.755 21.078
H 10.886 9.378 21.925
H 8.944 10.634 16.655
H 8.328 12.060 17.211
C 7.955 18.754 14.803
C 8.488 17.367 14.388
C 9.588 17.422 13.257
O 10.556 18.440 13.527
C 11.490 18.676 12.499
N 8.909 16.642 15.588
H 8.569 19.253 15.545
H 6.950 18.676 15.236
H 7.997 19.441 13.972
H 7.648 16.878 13.899
H 9.029 17.646 12.348
H 10.093 16.474 13.091
H 10.970 18.847 11.569
H 12.130 17.811 12.330
H 12.149 19.419 12.950
H 9.152 15.672 15.287
H 9.752 17.041 15.979
C 5.861 16.645 22.805
C 5.850 17.729 21.707
C 5.518 19.100 22.322
O 4.169 18.950 22.838
C 3.634 19.993 23.677
N 7.110 17.659 21.001
H 4.906 16.603 23.331
H 6.549 16.872 23.613
H 5.975 15.622 22.376
H 5.015 17.421 21.076
H 5.629 19.893 21.578
H 6.230 19.463 23.094
H 3.811 20.981 23.259
H 4.188 19.969 24.632
H 2.580 19.729 23.889
H 7.014 18.133 20.088
H 7.856 18.164 21.497
C 6.134 11.269 22.474
C 6.674 12.684 22.698
C 7.725 12.773 23.813
O 8.736 11.759 23.581
C 9.604 11.721 24.644
N 7.277 13.208 21.483
H 6.939 10.682 22.102
H 5.376 11.287 21.695
H 5.745 10.848 23.391
H 5.803 13.304 22.938
H 7.295 12.575 24.798
H 8.236 13.727 23.777
H 10.334 10.905 24.428
H 9.088 11.396 25.610
H 10.103 12.701 24.859
H 7.791 14.070 21.641
H 7.950 12.543 21.118
C 5.316 11.377 15.319
C 4.680 12.126 16.465
C 3.440 11.448 17.008
O 5.555 12.278 17.573
H 6.164 11.969 14.914
H 4.582 11.292 14.524
H 5.675 10.396 15.666
H 4.372 13.137 16.156
H 3.653 10.438 17.356
H 2.653 11.282 16.228
H 2.865 12.010 17.748
H 6.285 12.887 17.272
*
```

Computed, not measured: C20H29N3O3S in the gas phase, with ωB97M-V/def2-TZVPD.

**SMILES**: Cc1ccccc1CSc1nnc(CCCCCNC(=O)OC(C)(C)C)o1
**Electronic energy**: -42659.750 eV
**Relative energy (zero: lowest compared OMol25 entry of this formula, charge and spin)**: 6.1 kcal per mole
**E_LUMO**: 0.7 eV
**Orbital gap**: 9.28 eV
**HOMO**: -8.557 eV

```
! RIJCOSX wB97M-V def2-TZVPD def2/J DEFGRID3
* xyz 0 1
C 1.481 -4.315 -4.712
C 2.202 -4.318 -3.399
C 2.751 -5.494 -2.905
C 3.411 -5.522 -1.690
C 3.530 -4.364 -0.943
C 2.992 -3.183 -1.421
C 2.336 -3.147 -2.646
C 1.758 -1.856 -3.123
H 2.172 -1.008 -2.582
H 1.872 -1.720 -4.197
S -0.063 -1.790 -2.838
C -0.047 -1.301 -1.190
N 0.970 -0.946 -0.467
N 0.475 -0.614 0.747
C -0.804 -0.776 0.707
C -1.793 -0.499 1.769
H -2.493 -1.337 1.830
H -2.361 0.384 1.464
C -1.106 -0.254 3.110
C -2.095 0.111 4.216
C -2.862 1.416 3.998
H -3.640 1.485 4.762
H -3.355 1.417 3.028
C -2.014 2.686 4.110
N -1.060 2.859 3.033
C -1.409 3.034 1.736
O -2.519 2.852 1.291
O -0.321 3.416 1.042
C -0.385 3.629 -0.387
C 1.038 4.045 -0.761
H 1.315 4.950 -0.226
H 1.103 4.230 -1.829
H 1.735 3.256 -0.492
C -0.759 2.332 -1.102
H -0.727 2.480 -2.178
H -0.048 1.555 -0.832
H -1.761 2.020 -0.820
C -1.377 4.745 -0.715
H -2.383 4.447 -0.433
H -1.355 4.953 -1.781
H -1.113 5.650 -0.172
H -0.106 3.085 3.264
H -1.450 2.672 5.045
H -2.696 3.546 4.127
H -2.823 -0.698 4.315
H -1.550 0.177 5.161
H -0.366 0.534 2.983
H -0.570 -1.160 3.400
O -1.212 -1.224 -0.512
H 3.066 -2.276 -0.840
H 4.037 -4.378 0.010
H 3.828 -6.450 -1.325
H 2.655 -6.403 -3.482
H 1.399 -5.325 -5.105
H 0.480 -3.901 -4.602
H 2.017 -3.707 -5.443
*
```

Copy entry 2 word for word.
Computed, not measured: C20H29N3O3S in the gas phase, with ωB97M-V/def2-TZVPD.

**SMILES**: Cc1ccccc1CSc1nnc(CCCCCNC(=O)OC(C)(C)C)o1
**Electronic energy**: -42659.750 eV
**Relative energy (zero: lowest compared OMol25 entry of this formula, charge and spin)**: 6.1 kcal per mole
**E_LUMO**: 0.7 eV
**Orbital gap**: 9.28 eV
**HOMO**: -8.557 eV

```
! RIJCOSX wB97M-V def2-TZVPD def2/J DEFGRID3
* xyz 0 1
C 1.481 -4.315 -4.712
C 2.202 -4.318 -3.399
C 2.751 -5.494 -2.905
C 3.411 -5.522 -1.690
C 3.530 -4.364 -0.943
C 2.992 -3.183 -1.421
C 2.336 -3.147 -2.646
C 1.758 -1.856 -3.123
H 2.172 -1.008 -2.582
H 1.872 -1.720 -4.197
S -0.063 -1.790 -2.838
C -0.047 -1.301 -1.190
N 0.970 -0.946 -0.467
N 0.475 -0.614 0.747
C -0.804 -0.776 0.707
C -1.793 -0.499 1.769
H -2.493 -1.337 1.830
H -2.361 0.384 1.464
C -1.106 -0.254 3.110
C -2.095 0.111 4.216
C -2.862 1.416 3.998
H -3.640 1.485 4.762
H -3.355 1.417 3.028
C -2.014 2.686 4.110
N -1.060 2.859 3.033
C -1.409 3.034 1.736
O -2.519 2.852 1.291
O -0.321 3.416 1.042
C -0.385 3.629 -0.387
C 1.038 4.045 -0.761
H 1.315 4.950 -0.226
H 1.103 4.230 -1.829
H 1.735 3.256 -0.492
C -0.759 2.332 -1.102
H -0.727 2.480 -2.178
H -0.048 1.555 -0.832
H -1.761 2.020 -0.820
C -1.377 4.745 -0.715
H -2.383 4.447 -0.433
H -1.355 4.953 -1.781
H -1.113 5.650 -0.172
H -0.106 3.085 3.264
H -1.450 2.672 5.045
H -2.696 3.546 4.127
H -2.823 -0.698 4.315
H -1.550 0.177 5.161
H -0.366 0.534 2.983
H -0.570 -1.160 3.400
O -1.212 -1.224 -0.512
H 3.066 -2.276 -0.840
H 4.037 -4.378 0.010
H 3.828 -6.450 -1.325
H 2.655 -6.403 -3.482
H 1.399 -5.325 -5.105
H 0.480 -3.901 -4.602
H 2.017 -3.707 -5.443
*
```

What is the electronic energy in the second record?
-42659.750 eV

The highest E_LUMO belongs to which entry?
C20H29N3O3S